1.
18
Properties=species:S:1:pos:R:3:forces:R:3:nbo_charge:R:1 method="wB97M-V/def2-TZVPD" lumo_ha="-0.149 / -0.327" de_lowest_kcal_mol=32.79 homo_ev="-14.87 / -14.84" total_charge=+1 spin_multiplicity=2
H -0.7001 2.5693 -2.1622 -1.0140 1.6502 -0.0206 0.498
C 0.5615 -1.3229 -0.1705 0.5813 -1.3621 -1.1679 -0.636
H -0.5879 -2.2724 1.4280 0.6564 1.1896 0.7489 0.275
H 0.8014 -0.4120 2.5741 1.1363 -0.5991 2.0546 0.411
C -1.8751 -0.8088 0.6764 0.1239 2.6534 -0.9929 0.411
H 1.0420 1.6236 -1.1375 0.8517 0.8705 1.8178 0.510
O -0.2488 1.7564 -2.1656 -0.2160 -3.2331 -0.1802 -0.951
H 2.4303 1.7953 -0.4026 2.6418 -0.0287 -0.4584 0.476
O 1.5264 1.8484 -0.2504 -3.5405 -0.8664 -0.7572 -1.010
H 1.3421 -0.5849 -0.1811 0.0370 0.8550 0.2565 0.260
H 0.3701 0.6426 1.3402 -0.3398 -0.0551 0.7248 0.451
H 1.1984 -2.2664 -0.1389 -1.2703 0.8045 0.4420 0.266
C -0.4451 -1.2244 1.0501 0.6317 -1.2904 0.5219 -0.207
H 0.1198 -1.2787 -1.2114 -0.2391 0.0542 1.4626 0.279
H -0.9311 1.0252 -2.1679 0.9790 1.4079 -0.0804 0.499
O -2.0840 -0.4279 -0.4289 -0.3900 -0.4526 -1.1465 -0.424
N 0.0975 -0.1833 1.9404 -0.6195 -0.5533 -4.1361 -0.301
H -2.6173 -0.4792 1.4077 -0.0100 -1.0445 0.9111 0.194


2.
94
Properties=species:S:1:pos:R:3:forces:R:3:lowdin_charge:R:1 method="wB97M-V/def2-TZVPD" lumo_ha=-0.115 de_lowest_kcal_mol=0.00 homo_ev=-8.36 total_charge=+1
H 0.4822 5.7021 -4.3002 0.1529 -0.3924 -0.1035 0.115
C 5.0778 -0.4475 -0.9700 0.2042 0.0908 -0.0152 -0.100
C 3.2072 -0.0963 -2.4521 -0.2063 0.1505 -0.0138 -0.110
C -1.6587 -2.3993 -2.7676 -0.5599 1.2048 0.3792 -0.072
H -5.3916 1.1919 0.5349 0.1937 0.2066 -0.2550 0.067
H 4.8933 -2.5515 2.4279 -0.1275 -0.0504 -0.1631 0.093
H 3.0022 -1.9790 3.7288 -0.0405 0.0792 -0.1408 0.091
H -3.3878 -3.2923 1.3457 0.0566 0.1469 -0.1271 0.098
H 5.0369 0.3830 1.6922 -0.2560 -0.0749 0.1877 0.059
H -4.9732 -0.0257 2.0334 0.2374 -0.3025 0.0759 0.067
C 3.7715 1.7070 -0.6970 0.3576 0.0303 -0.3688 -0.103
H 3.8018 -3.1931 1.1799 0.0798 0.1405 0.0246 0.083
C -2.4360 -0.1832 -1.7020 0.4832 -0.0829 0.0541 -0.231
C 3.4308 -1.1346 1.7893 -0.2033 0.3219 -0.2135 -0.684
S -1.3891 -1.0982 4.3802 0.2496 -0.4331 -1.1674 0.853
N -0.4005 -1.3370 -1.0481 0.0332 0.2344 -0.1005 -0.027
H -2.6664 2.5736 -1.7073 -0.0165 0.1686 0.2569 0.077
C -3.3070 1.8554 0.2703 -0.2299 -0.3410 0.0922 -0.698
H 2.6784 -2.6532 -0.9739 -0.2697 0.4350 0.2343 0.074
H -1.2445 -3.4681 4.5147 -0.0423 0.2585 0.1153 0.067
O -0.6599 -1.1939 3.0457 -0.3619 0.1594 0.6273 -0.672
H -3.6725 1.6566 2.4354 0.1106 0.2171 -0.1724 0.066
H 3.7364 0.5749 -3.1432 -0.0416 -0.0697 0.1295 0.094
H 1.7285 -0.8785 3.1683 0.0765 -0.0134 -0.0851 0.028
H 2.7843 2.1823 -0.6849 0.2075 -0.0970 -0.0412 0.044
H 0.0288 -2.6528 5.4961 -0.1000 -0.1514 -0.1108 0.062
H -0.9175 -4.3141 -3.4102 0.0979 0.0729 0.0196 0.107
H 5.6350 -0.2707 -0.0431 -0.1678 -0.0554 -0.3027 0.066
H -2.3619 -2.8427 -0.0369 -0.0974 0.0174 0.1888 0.074
H 0.4352 4.1851 -2.3222 -0.0493 -0.0702 -0.3559 0.120
C 1.1985 2.7259 -5.8457 -0.0050 -0.1534 0.4012 -0.055
H -1.9389 -2.2938 1.6043 -0.2053 -0.0765 -0.2056 0.042
C 0.1922 2.4111 2.0809 3.6766 1.6201 0.9527 -0.030
Hg -0.1615 0.1843 0.9182 0.6348 -1.3421 -0.7735 0.834
H 4.2406 1.8835 0.2829 -0.1335 -0.0734 -0.3291 0.067
H -2.0599 0.7239 -2.2037 0.0423 -0.4048 0.2577 0.066
H 2.1303 0.0333 -2.5957 0.3112 -0.1688 0.0402 0.034
H 3.4508 -1.1322 -2.7269 -0.1591 0.3639 0.0646 0.087
C -2.7704 -2.4906 0.9160 0.1235 0.0232 0.0802 -0.086
C -4.2815 -0.8772 2.0908 -0.0017 -0.1448 0.0735 -0.092
H -1.4732 2.8532 -0.4242 -0.2055 0.0183 -0.0090 0.043
C -0.4315 0.0342 5.3694 -0.1212 0.3689 0.9322 -0.239
O 1.2429 2.8206 2.3262 -3.1449 -1.1020 -0.6639 0.066
H -3.4135 -0.4050 -2.1573 0.3511 0.0350 0.3265 0.089
H -5.3697 -0.7047 -0.5512 0.0843 -0.2911 0.0576 0.067
H -1.1186 0.8393 5.6702 0.3669 -0.1655 -0.0455 0.057
H -3.5060 -0.6764 2.8453 -0.3079 0.0374 -0.2569 0.031
H -2.9539 3.8445 -0.4958 0.1037 -0.2793 -0.0249 0.099
H 0.3996 0.4494 4.7857 -0.2335 -0.3378 0.1003 0.054
C 3.6873 0.2007 -1.0194 -0.2933 0.4796 0.7609 -0.632
C -4.7613 -1.5772 -0.2857 -0.1258 0.0564 0.0577 -0.078
C 4.2267 0.0573 2.3546 0.0014 -0.1213 0.1333 -0.095
C -3.1556 2.3213 1.7321 -0.0208 0.0907 -0.0201 -0.099
H -3.6004 3.3238 1.8153 0.1079 -0.2107 0.0781 0.097
H 4.6911 -0.2553 3.3012 -0.0935 0.1114 -0.1476 0.091
H -5.1801 2.8229 -0.1238 -0.0161 -0.2313 -0.0468 0.096
H -4.8988 1.4162 -1.1708 0.0154 0.1198 0.2683 0.086
C 0.9581 4.0976 -5.6923 -0.0077 -0.0847 0.1198 -0.061
C -3.6568 -1.2413 0.7329 0.0191 0.0777 0.0385 -0.651
C 0.8017 2.4029 -3.4690 0.5076 0.0122 -1.2095 -0.214
C -2.5465 2.8328 -0.6475 -0.0649 -0.0452 0.0236 -0.098
H -2.0947 2.3846 2.0267 -0.6637 -0.0120 -0.1708 0.004
H -4.8578 -1.7496 2.4390 0.1486 0.2501 -0.0743 0.098
H -5.4222 -2.3261 0.1736 0.1278 0.1546 -0.1271 0.099
H -2.5291 -2.3753 -3.4118 0.0465 -0.1450 -0.0037 0.100
C 0.6191 3.7877 -3.3227 -0.1842 0.2071 -0.0455 -0.024
C -0.7354 -3.4499 -2.7797 0.8831 -0.0740 0.3982 -0.073
H 3.5821 0.9218 2.5632 0.0851 -0.1471 -0.0337 0.071
C -1.4484 -1.3429 -1.8731 -0.1047 -1.0463 -0.2222 -0.384
H 1.0116 4.7634 -6.5563 -0.0476 -0.2700 0.2409 0.114
H 4.3885 2.2031 -1.4635 -0.1252 0.0161 0.2344 0.089
C 0.6705 4.6337 -4.4329 0.0788 -0.3896 0.1898 -0.058
C 0.6243 -2.2251 -1.1952 0.7909 0.8487 -0.0278 -0.383
C -1.0252 -2.6502 5.2078 0.1902 0.1683 0.2301 -0.231
C 0.4147 -3.3629 -2.0162 -0.6197 -0.3702 -0.5935 -0.040
H -1.6621 -2.7040 6.0949 0.0749 -0.0959 -0.0845 0.064
H 1.2135 -4.0980 -2.0651 -0.2936 -0.0590 -0.0335 0.108
H 5.1322 -2.0955 0.7471 -0.2148 -0.0979 0.2340 0.050
H 5.6696 -0.0164 -1.7941 -0.1325 -0.0545 0.2041 0.099
P -2.5526 0.1597 0.1183 -0.2288 0.0748 -0.2349 1.071
C 2.4406 -1.6419 2.8463 0.0044 0.0459 -0.0717 -0.131
H -4.3518 -2.0152 -1.2031 -0.0703 0.0424 0.2378 0.076
H 1.8705 -2.4991 2.4697 0.0068 0.1847 0.0083 0.083
H -0.0796 -0.4901 6.2708 0.0542 0.3616 -0.3075 0.062
C 1.9040 -1.9222 -0.6854 -0.3524 -1.1843 0.6701 -0.320
C -4.7808 1.7979 -0.1463 -0.1958 0.4687 -0.0060 -0.086
C 4.3664 -2.3086 1.4933 0.2314 -0.1222 -0.0002 -0.094
N 0.4311 1.4409 -1.1265 0.6723 0.7303 -4.0331 0.128
H 1.4286 2.3195 -6.8390 -0.0672 0.1734 0.5486 0.117
H 1.3503 0.8037 -4.8392 -0.1685 0.3724 0.0352 0.120
P 2.4201 -0.5430 0.2670 0.0920 -1.3062 -0.3854 1.054
H 5.0085 -1.5264 -1.1670 0.0737 0.3179 0.1046 0.081
C 0.6491 1.6301 -2.2708 -0.8679 0.6943 3.5519 -0.132
C 1.1392 1.8710 -4.7310 -0.2010 0.2803 -0.1159 -0.016